{
  "formula": "C38H30BiBrF7N6O5PS",
  "method": "the ωB97M-V functional and the def2-TZVPD basis",
  "relative_energy_kj_mol": 84.7,
  "e_tot_ha": -6398.174723,
  "homo_ha": [-0.399, -0.401],
  "multiplicity": 2,
  "homo_lumo_gap_ha": [0.2683, 0.2167],
  "total_charge": 1,
  "elements": ["Bi", "C", "C", "C", "C", "C", "C", "C", "F", "C", "C", "C", "O", "C", "C", "N", "C", "C", "O", "O", "H", "H", "H", "H", "H", "H", "H", "H", "H", "H", "H", "Br", "C", "C", "C", "C", "C", "N", "C", "O", "O", "H", "H", "H", "N", "C", "C", "C", "C", "C", "C", "S", "N", "C", "C", "C", "C", "C", "C", "N", "H", "H", "H", "H", "H", "H", "H", "H", "H", "F", "P", "F", "F", "F", "F", "F", "N", "C", "C", "C", "C", "C", "C", "H", "H", "H", "H", "H", "H", "H"],
  "xyz": [[-0.48170, -0.09400, 0.07380], [2.20990, 1.47050, 7.02030], [2.87740, 2.36640, 5.97760], [4.37920, 2.52310, 6.18220], [5.08830, 1.18450, 6.01700], [4.64070, 0.47610, 4.77510], [5.42400, -0.51560, 4.22650], [4.99060, -1.20830, 3.09770], [5.77510, -2.16840, 2.59740], [3.79190, -0.92960, 2.49250], [2.99420, 0.10330, 3.00400], [1.74500, 0.43990, 2.34850], [1.36500, -0.26750, 1.35430], [1.06510, 1.56020, 2.86490], [1.53990, 2.19320, 3.98930], [2.61930, 1.80640, 4.65640], [3.41400, 0.80430, 4.15820], [-0.20160, 2.10130, 2.24840], [-0.45180, 3.27760, 2.33920], [-0.97340, 1.20570, 1.71030], [2.46510, 1.81180, 8.01840], [2.53270, 0.43960, 6.90830], [1.12880, 1.50840, 6.91020], [2.39900, 3.34880, 6.00640], [4.55570, 2.92910, 7.17650], [4.77210, 3.23540, 5.45330], [4.88520, 0.53290, 6.87090], [6.16780, 1.33450, 5.98440], [6.37390, -0.77740, 4.66710], [3.45460, -1.48010, 1.63040], [0.99820, 3.04880, 4.36570], [-1.71940, 0.47200, -4.68600], [-1.72870, -1.11850, -3.69170], [-2.77710, -2.01910, -3.76330], [-2.62190, -3.21860, -3.08750], [-1.43600, -3.48410, -2.41690], [-0.48440, -2.48020, -2.37890], [-0.63740, -1.31460, -2.98130], [0.90090, -2.63910, -1.73920], [1.67860, -3.41760, -2.23820], [1.10730, -1.83420, -0.77390], [-3.68740, -1.78670, -4.29180], [-3.41440, -3.95130, -3.08170], [-1.25070, -4.42920, -1.93350], [2.13560, 1.17900, -3.29470], [3.28610, 0.39680, -3.39240], [4.01240, 0.39680, -4.57540], [5.16600, -0.36310, -4.68600], [5.60520, -1.13500, -3.62000], [4.89550, -1.13500, -2.43300], [3.74640, -0.36570, -2.30960], [2.90970, -0.32470, -0.75680], [1.69260, 0.70900, -1.05000], [1.41010, 1.30440, -2.16520], [0.27000, 2.22790, -2.10440], [-0.04370, 3.15080, -3.09620], [-1.08490, 4.04240, -2.86500], [-1.73150, 4.02280, -1.64120], [-1.38110, 3.04240, -0.71800], [-0.42300, 2.17130, -0.95960], [1.82220, 1.63010, -4.14390], [3.66900, 0.99860, -5.40360], [5.71850, -0.35220, -5.61160], [6.50400, -1.72370, -3.70860], [5.22960, -1.72090, -1.59280], [0.48380, 3.18780, -4.03590], [-1.38390, 4.73920, -3.63370], [-2.52200, 4.71790, -1.41110], [-1.89810, 2.93800, 0.22390], [-2.61790, 0.67790, -1.61670], [-4.06090, 0.35530, -0.83410], [-4.84370, 0.79710, -2.14630], [-3.14100, -0.12410, 0.49000], [-5.37800, -0.01350, -0.03490], [-4.03100, 1.84910, -0.25930], [-3.91010, -1.17090, -1.37250], [-1.10000, -1.66200, 1.85110], [-1.42590, -2.96670, 1.38420], [-2.70480, -3.23320, 0.91490], [-3.00370, -4.49610, 0.43610], [-2.03830, -5.49140, 0.43360], [-0.76700, -5.22720, 0.91710], [-0.45510, -3.95900, 1.37770], [-0.30160, -1.66280, 2.47470], [-1.88920, -1.16150, 2.24970], [-3.45370, -2.45810, 0.92400], [-4.00130, -4.70560, 0.08070], [-2.28640, -6.47750, 0.07250], [-0.02170, -6.00800, 0.93410], [0.53330, -3.73930, 1.75180]],
  "forces_ev_per_a": [[-0.56, -0.59, -0.50], [0.09, 0.19, -0.11], [0.14, 0.23, 0.76], [-0.03, -0.09, -0.06], [0.00, 0.14, 0.17], [0.06, -0.11, -0.08], [-0.28, 0.01, -0.13], [-0.38, 0.14, -0.10], [0.02, -0.03, 0.00], [0.29, -0.05, 0.14], [0.16, 0.04, 0.24], [0.09, 0.21, 0.49], [0.12, 0.03, 0.50], [-0.15, -0.11, -0.38], [-0.13, -0.08, -0.22], [-0.31, 0.37, -0.42], [0.26, -0.71, -0.54], [0.40, -0.09, 0.41], [-0.12, 0.37, 0.04], [-0.21, 0.04, 0.05], [0.01, 0.02, 0.15], [0.03, -0.15, 0.04], [-0.09, -0.05, 0.00], [0.10, -0.07, -0.10], [0.03, 0.05, 0.00], [-0.04, 0.04, 0.02], [0.03, 0.06, 0.07], [-0.02, -0.04, 0.03], [0.11, 0.01, 0.06], [0.01, -0.14, -0.02], [-0.05, 0.04, 0.13], [-0.28, 0.38, -0.35], [0.03, -0.41, 0.08], [0.07, 0.06, -0.06], [0.26, -0.04, 0.10], [-0.06, 0.14, -0.12], [0.46, -0.73, 0.30], [0.16, 0.72, -0.07], [-1.18, -0.56, -1.23], [0.55, -0.27, 0.10], [0.07, 0.55, 1.31], [0.00, 0.06, -0.09], [-0.11, -0.03, -0.08], [0.01, -0.06, 0.06], [-0.31, 0.11, 0.31], [0.28, -0.20, -0.02], [0.03, -0.10, 0.04], [-0.29, 0.14, -0.01], [-0.05, -0.04, 0.28], [0.17, 0.00, -0.17], [-0.56, 0.27, 0.52], [1.01, 0.05, -1.41], [0.00, 0.09, 0.27], [0.66, -0.19, -0.69], [-0.62, 0.89, -0.39], [0.08, -0.35, 0.32], [-0.09, -0.02, 0.32], [0.12, -0.14, -0.29], [-0.30, 0.32, -0.05], [0.50, 0.13, -0.15], [-0.09, -0.05, 0.18], [-0.02, 0.04, -0.13], [0.06, 0.00, -0.09], [0.06, -0.08, -0.01], [0.07, -0.14, 0.13], [0.09, -0.01, -0.08], [0.05, 0.09, -0.02], [-0.09, 0.04, 0.02], [-0.02, 0.03, 0.03], [-0.07, -0.04, 0.37], [0.15, -0.47, -0.52], [-0.02, -0.05, 0.21], [0.27, 0.12, 0.01], [0.06, 0.13, -0.04], [-0.14, -0.04, 0.02], [-0.25, 0.29, 0.20], [0.05, 0.22, -0.04], [-0.22, -0.52, -0.05], [0.07, 0.08, 0.04], [0.06, -0.08, 0.07], [-0.14, -0.09, 0.06], [-0.03, 0.08, -0.10], [-0.03, 0.07, 0.05], [-0.14, 0.01, 0.13], [0.02, -0.10, 0.16], [-0.12, 0.10, -0.03], [-0.08, 0.00, -0.05], [0.00, -0.11, -0.03], [0.09, -0.02, -0.01], [0.19, 0.02, 0.03]],
  "lowdin_charge": [2.0721, -0.0086, -0.3000, -0.1200, -0.1231, -0.1202, 0.0752, -0.2444, 0.0915, 0.0583, -0.0356, -0.2651, -0.2810, -0.0113, 0.0629, 0.0187, -0.0621, -0.5876, 0.1090, -0.2264, 0.0943, 0.0882, 0.0895, 0.1533, 0.1276, 0.1312, 0.1298, 0.1297, 0.1408, 0.1016, 0.1598, 0.8118, -0.7603, -0.0942, -0.0324, 0.0083, -0.2225, 0.0685, -0.6268, 0.1009, -0.2842, 0.1165, 0.1209, 0.1111, 0.1861, -0.1963, 0.0068, -0.0342, -0.0432, -0.0606, -0.3427, 1.2500, -0.2828, -0.3041, -0.2263, -0.0203, -0.0158, 0.0179, -0.1009, -0.0125, 0.1513, 0.1241, 0.1190, 0.1184, 0.1200, 0.1102, 0.1229, 0.1264, 0.1079, -0.2705, 0.1960, -0.1140, -0.2640, -0.1031, -0.1244, -0.1488, -0.0026, -0.3123, -0.0269, -0.0729, -0.0964, -0.0707, -0.0350, 0.1024, 0.1030, 0.1033, 0.1151, 0.1082, 0.1111, 0.1150]
}